(1)
C24H23N7S2V | wB97M-V/def2-TZVPD

Summary:
Charge = +2
Kohn-Sham gap (spin up / spin down) = 7.1 / 6.4 eV
HOMO energy (spin up / spin down) = -12.804 / -12.090 eV
Multiplicity = 2

Atoms and positions in Å:
V: -1.144 0.091 1.003
C: -2.111 0.194 6.056
N: -0.868 0.184 5.328
C: 0.364 0.533 5.810
C: 1.270 0.357 4.826
N: 0.594 -0.098 3.699
C: -0.741 -0.180 4.034
S: -2.008 -0.681 3.060
C: 1.236 -0.611 2.555
C: 2.489 -1.205 2.720
C: 3.188 -1.657 1.619
C: 2.608 -1.506 0.361
C: 1.341 -0.973 0.281
N: 0.636 -0.538 1.346
H: -1.917 0.457 7.093
H: -2.572 -0.795 6.018
H: -2.799 0.923 5.621
H: 0.515 0.882 6.811
H: 2.320 0.566 4.823
H: 2.898 -1.343 3.707
H: 4.151 -2.123 1.741
H: 3.124 -1.821 -0.531
H: 0.845 -0.879 -0.681
S: 1.545 4.032 -3.350
C: 0.616 3.033 -2.243
C: -0.129 1.924 -2.655
C: -0.698 1.100 -1.715
N: -0.588 1.302 -0.393
C: 0.030 2.427 0.001
C: 0.617 3.315 -0.870
C: 2.355 2.696 -4.268
C: 3.687 2.465 -3.962
C: 4.283 1.328 -4.495
N: 3.622 0.464 -5.236
C: 2.382 0.731 -5.590
C: 1.700 1.867 -5.163
H: -0.256 1.708 -3.700
H: -1.261 0.228 -2.027
H: 0.083 2.597 1.079
H: 1.115 4.193 -0.495
H: 4.237 3.143 -3.327
H: 5.319 1.092 -4.291
H: 1.905 0.000 -6.227
H: 0.712 2.087 -5.532
N: -4.805 -3.647 -1.920
C: -3.910 -2.856 -1.328
C: -4.211 -1.512 -1.006
C: -3.276 -0.738 -0.375
N: -2.052 -1.182 -0.043
C: -1.744 -2.450 -0.351
C: -2.613 -3.299 -0.990
H: -5.741 -3.321 -2.094
H: -4.604 -4.613 -2.117
H: -5.179 -1.100 -1.244
H: -3.500 0.299 -0.109
H: -0.754 -2.784 -0.055
H: -2.307 -4.308 -1.212

Partial charges, natural (NBO), in e:
1. V 1.0068
2. C -0.4170
3. N -0.3091
4. C -0.0303
5. C -0.0587
6. N -0.3725
7. C 0.2699
8. S -0.0914
9. C 0.3491
10. C -0.2231
11. C -0.1295
12. C -0.2027
13. C 0.0079
14. N -0.4981
15. H 0.2419
16. H 0.2414
17. H 0.2388
18. H 0.2609
19. H 0.2545
20. H 0.2482
21. H 0.2537
22. H 0.2543
23. H 0.2220
24. S 0.3547
25. C -0.0801
26. C -0.2499
27. C 0.0590
28. N -0.5662
29. C 0.0447
30. C -0.2280
31. C -0.1364
32. C -0.2568
33. C 0.0525
34. N -0.3904
35. C 0.0474
36. C -0.2751
37. H 0.2539
38. H 0.2178
39. H 0.2114
40. H 0.2555
41. H 0.2403
42. H 0.2113
43. H 0.2082
44. H 0.2320
45. N -0.7237
46. C 0.2670
47. C -0.2723
48. C 0.0286
49. N -0.5754
50. C 0.0812
51. C -0.2857
52. H 0.4172
53. H 0.4187
54. H 0.2444
55. H 0.2183
56. H 0.2152
57. H 0.2435



(2)
C32H29AsAuNO5P | wB97M-V/def2-TZVPD

Summary:
Charge = +1
Kohn-Sham gap (spin up / spin down) = 5.7 / 5.7 eV
HOMO energy (spin up / spin down) = -10.496 / -10.495 eV

Atoms and positions in Å:
Au: -0.756 0.161 -1.325
C: 5.835 -0.635 -2.256
C: 4.843 -0.245 -3.145
C: 3.565 0.016 -2.684
C: 3.284 -0.114 -1.326
C: 4.271 -0.537 -0.438
C: 5.547 -0.786 -0.908
P: 1.638 0.353 -0.722
C: 1.528 -0.407 0.905
C: 1.434 -1.799 0.923
C: 1.282 -2.465 2.123
C: 1.207 -1.740 3.306
C: 1.285 -0.356 3.286
C: 1.446 0.318 2.088
C: 1.678 2.145 -0.560
C: 2.842 2.786 -0.194
C: 2.862 4.175 -0.036
C: 1.733 4.909 -0.279
C: 0.535 4.292 -0.694
C: -0.628 5.037 -0.975
C: -1.786 4.418 -1.347
C: -1.829 3.014 -1.480
C: -0.711 2.275 -1.242
C: 0.492 2.871 -0.833
H: 6.834 -0.828 -2.612
H: 5.069 -0.142 -4.196
H: 2.778 0.315 -3.362
H: 4.041 -0.646 0.613
H: 6.315 -1.090 -0.211
H: 1.487 -2.332 -0.023
H: 1.209 -3.544 2.144
H: 1.079 -2.254 4.247
H: 1.219 0.197 4.212
H: 1.512 1.396 2.066
H: 3.739 2.213 -0.008
H: 3.772 4.662 0.281
H: 1.736 5.982 -0.152
H: -0.584 6.113 -0.898
H: -2.679 4.989 -1.558
H: -2.756 2.549 -1.783
O: -2.980 -0.547 -1.185
C: -3.784 -0.305 -0.281
C: -3.538 0.093 1.070
C: -4.624 0.134 1.960
C: -4.460 0.530 3.268
C: -3.198 0.940 3.733
C: -2.128 0.909 2.894
C: -2.226 0.444 1.544
O: -1.150 0.332 0.886
N: -5.574 0.513 4.185
O: -6.632 0.096 3.768
O: -5.372 0.905 5.312
H: -4.853 -0.446 -0.515
H: -5.606 -0.169 1.623
H: -3.105 1.276 4.756
H: -1.141 1.184 3.230
C: 0.478 -4.426 -1.979
As: -0.971 -3.124 -2.028
C: -2.189 -3.686 -3.423
C: -1.877 -3.211 -0.314
O: -0.295 -1.677 -2.449
H: 0.088 -5.406 -2.257
H: 0.924 -4.490 -0.984
H: 1.239 -4.113 -2.698
H: -2.569 -4.688 -3.226
H: -1.649 -3.676 -4.374
H: -3.018 -2.978 -3.480
H: -1.942 -4.248 0.010
H: -2.880 -2.810 -0.428
H: -1.333 -2.624 0.427

Partial charges, natural (NBO), in e:
1. Au 1.1924
2. C -0.1633
3. C -0.2196
4. C -0.1114
5. C -0.4149
6. C -0.1847
7. C -0.2040
8. P 1.1704
9. C -0.4141
10. C -0.2092
11. C -0.2060
12. C -0.1747
13. C -0.2184
14. C -0.1027
15. C -0.4145
16. C -0.1529
17. C -0.2188
18. C -0.1223
19. C -0.0724
20. C -0.1679
21. C -0.1920
22. C -0.2457
23. C -0.1005
24. C -0.0180
25. H 0.2308
26. H 0.2315
27. H 0.2203
28. H 0.2343
29. H 0.2320
30. H 0.2112
31. H 0.2230
32. H 0.2299
33. H 0.2293
34. H 0.2226
35. H 0.2284
36. H 0.2327
37. H 0.2278
38. H 0.2273
39. H 0.2336
40. H 0.2351
41. O -0.6919
42. C 0.4278
43. C -0.2846
44. C -0.0914
45. C -0.0687
46. C -0.1174
47. C -0.3016
48. C 0.4545
49. O -0.7785
50. N 0.5365
51. O -0.3836
52. O -0.3767
53. H 0.1435
54. H 0.2455
55. H 0.2526
56. H 0.2198
57. C -0.9890
58. As 1.9609
59. C -0.9846
60. C -0.9881
61. O -1.1821
62. H 0.2521
63. H 0.2450
64. H 0.2613
65. H 0.2516
66. H 0.2603
67. H 0.2627
68. H 0.2539
69. H 0.2597
70. H 0.2661



(3)
C23H46NO15S | wB97M-V/def2-TZVPD

Summary:
Charge = -1
Kohn-Sham gap = 3.2 eV
HOMO energy = -1.521 eV

Atoms and positions in Å:
C: 3.545 -1.485 6.532
C: 3.633 -0.710 5.458
C: 3.932 0.789 5.488
N: 3.440 1.519 6.613
C: 2.024 1.390 6.785
C: 1.166 1.513 5.512
C: -0.333 1.757 5.795
C: -1.267 0.642 5.270
S: -1.866 -0.447 6.513
O: -3.003 0.133 7.163
O: -0.822 -1.008 7.313
O: -2.395 -1.633 5.551
H: 3.221 -2.519 6.438
H: 3.770 -1.115 7.525
H: 3.471 -1.177 4.482
H: 5.030 0.889 5.496
H: 3.623 1.181 4.481
H: 1.697 0.445 7.283
H: 1.696 2.207 7.449
H: 1.258 0.609 4.898
H: 1.536 2.347 4.906
H: -0.662 2.676 5.308
H: -0.484 1.901 6.871
H: -0.721 0.027 4.554
H: -2.148 1.057 4.779
H: -2.071 -2.470 5.917
C: -0.448 1.467 -0.374
C: 0.555 0.460 0.144
O: 1.911 0.854 -0.129
C: 2.399 1.784 0.697
O: 1.817 2.289 1.617
O: 3.660 2.040 0.344
C: 4.302 3.012 1.180
H: -0.288 1.658 -1.436
H: -1.462 1.090 -0.236
H: -0.358 2.415 0.154
H: 0.436 -0.494 -0.368
H: 0.435 0.287 1.213
H: 4.229 2.729 2.228
H: 3.851 3.993 1.031
H: 5.342 3.030 0.869
C: -3.975 -2.543 2.931
C: -3.295 -3.570 2.057
O: -3.950 -3.723 0.781
C: -3.686 -2.775 -0.109
O: -2.936 -1.844 0.031
O: -4.396 -3.031 -1.214
C: -4.243 -2.054 -2.245
H: -5.034 -2.781 3.046
H: -3.511 -2.513 3.914
H: -3.900 -1.547 2.495
H: -3.347 -4.558 2.511
H: -2.245 -3.327 1.895
H: -3.192 -1.899 -2.481
H: -4.692 -1.109 -1.943
H: -4.765 -2.450 -3.112
C: -4.362 4.257 -5.133
C: -3.090 4.887 -4.609
O: -2.257 3.932 -3.935
C: -1.552 3.126 -4.729
O: -1.535 3.155 -5.933
O: -0.862 2.290 -3.959
C: -0.090 1.315 -4.667
H: -4.894 3.751 -4.326
H: -5.012 5.023 -5.554
H: -4.142 3.525 -5.909
H: -3.315 5.637 -3.853
H: -2.522 5.366 -5.407
H: 0.559 1.789 -5.400
H: -0.747 0.600 -5.161
H: 0.511 0.804 -3.921
C: 4.108 -2.896 -8.183
C: 4.049 -2.180 -6.851
O: 2.695 -1.919 -6.443
C: 2.043 -2.962 -5.933
O: 2.484 -4.069 -5.769
O: 0.808 -2.564 -5.624
C: -0.034 -3.596 -5.103
H: 3.557 -2.337 -8.940
H: 5.144 -2.995 -8.506
H: 3.673 -3.892 -8.109
H: 4.509 -1.197 -6.921
H: 4.561 -2.742 -6.070
H: 0.441 -4.096 -4.262
H: -0.268 -4.321 -5.881
H: -0.943 -3.101 -4.775

Partial charges, Mulliken, in e:
1. C -0.9174
2. C -0.2122
3. C -0.0266
4. N -0.8768
5. C -0.6127
6. C -0.0098
7. C -0.5968
8. C -0.6261
9. S 1.0613
10. O -0.6428
11. O -0.5917
12. O -0.4259
13. H 0.2763
14. H 0.3430
15. H 0.2913
16. H 0.3720
17. H -0.1977
18. H 0.1462
19. H 0.3669
20. H 0.0422
21. H 0.0735
22. H 0.3958
23. H 0.3604
24. H 0.2667
25. H 0.4000
26. H 0.2960
27. C -0.9908
28. C -0.0511
29. O -0.3786
30. C 0.7724
31. O -0.5476
32. O -0.3686
33. C -0.4939
34. H 0.2260
35. H 0.3366
36. H 0.3180
37. H 0.2253
38. H 0.2791
39. H 0.1889
40. H 0.2725
41. H 0.2143
42. C -0.6810
43. C -0.2684
44. O -0.3736
45. C 0.7946
46. O -0.5586
47. O -0.3528
48. C -0.5634
49. H 0.3062
50. H 0.1178
51. H 0.2552
52. H 0.3365
53. H 0.2984
54. H 0.2320
55. H 0.2806
56. H 0.2336
57. C -1.0957
58. C -0.2003
59. O -0.3516
60. C 0.6729
61. O -0.5774
62. O -0.1556
63. C -0.7120
64. H 0.2870
65. H 0.3563
66. H 0.3144
67. H 0.2991
68. H 0.3147
69. H 0.3375
70. H 0.3086
71. H 0.1831
72. C -1.0850
73. C -0.2060
74. O -0.3294
75. C 0.7421
76. O -0.5625
77. O -0.2763
78. C -0.6104
79. H 0.2877
80. H 0.3562
81. H 0.3087
82. H 0.2917
83. H 0.3197
84. H 0.3229
85. H 0.3070
86. H 0.1382



(4)
C54H57HfN6O2SbSi | wB97M-V/def2-TZVPD

Summary:
Charge = +2
Kohn-Sham gap = 5.6 eV
HOMO energy = -11.529 eV
ΔE to the lowest compared entry with this formula, charge and spin = 0.0 kJ/mol

Atoms and positions in Å:
Hf: -0.120 -0.818 -0.085
C: -2.450 4.267 1.092
C: -1.192 3.833 0.711
C: -0.900 2.475 0.672
C: -1.867 1.529 1.020
C: -3.124 1.974 1.429
C: -3.410 3.329 1.453
N: -1.554 0.142 0.954
N: -2.256 -0.613 1.900
C: -1.899 -1.863 1.973
C: -2.557 -2.712 2.939
C: -2.218 -4.009 3.051
C: -1.190 -4.547 2.201
C: -0.586 -3.733 1.319
N: -0.888 -2.389 1.158
H: -2.681 5.325 1.110
H: -0.428 4.553 0.442
H: 0.089 2.157 0.367
H: -3.859 1.242 1.737
H: -4.397 3.657 1.757
H: -3.327 -2.256 3.547
H: -2.714 -4.651 3.768
H: -0.904 -5.588 2.257
H: 0.176 -4.137 0.663
N: -0.523 -2.611 -1.682
C: 0.533 -2.966 -2.671
C: 1.785 -3.514 -2.003
C: 2.585 -2.508 -1.189
N: 1.925 -2.188 0.111
H: -0.744 -3.449 -1.150
H: -1.380 -2.409 -2.200
H: 0.770 -2.077 -3.253
H: 0.148 -3.713 -3.366
H: 2.433 -3.900 -2.791
H: 1.521 -4.372 -1.372
H: 2.697 -1.576 -1.744
H: 3.584 -2.907 -1.010
H: 2.547 -1.561 0.617
H: 1.889 -3.037 0.669
O: 0.785 0.104 2.280
H: 0.852 1.071 2.199
H: -0.016 -0.031 2.819
O: 3.589 1.456 -0.086
C: 2.554 0.959 -0.337
N: 1.492 0.449 -0.591
C: 1.388 4.180 4.520
C: 2.200 3.965 3.412
C: 2.717 2.702 3.166
C: 2.413 1.641 4.036
C: 1.592 1.870 5.149
C: 1.085 3.136 5.387
Si: 3.014 -0.033 3.696
C: 2.421 -1.499 4.609
C: 1.209 -2.169 4.395
C: 0.841 -3.222 5.217
C: 1.675 -3.624 6.253
C: 2.894 -2.991 6.455
C: 3.268 -1.935 5.638
C: 4.511 -0.285 2.723
C: 4.782 -1.567 2.217
C: 5.945 -1.804 1.507
C: 6.857 -0.771 1.312
C: 6.614 0.496 1.831
C: 5.446 0.744 2.529
H: 0.993 5.170 4.712
H: 2.439 4.783 2.744
H: 3.344 2.541 2.295
H: 1.358 1.060 5.831
H: 0.454 3.312 6.249
H: 0.557 -1.899 3.574
H: -0.101 -3.726 5.047
H: 1.380 -4.439 6.902
H: 3.556 -3.318 7.246
H: 4.227 -1.453 5.806
H: 4.093 -2.385 2.412
H: 6.157 -2.794 1.124
H: 7.772 -0.960 0.764
H: 7.337 1.289 1.693
H: 5.266 1.731 2.936
C: -2.539 1.408 -5.565
C: -1.105 0.951 -5.460
C: -0.324 0.919 -6.615
C: 1.019 0.570 -6.589
C: 1.627 0.249 -5.385
C: 0.867 0.263 -4.225
C: -0.491 0.589 -4.250
Sb: -1.491 0.555 -2.364
C: -3.038 -0.852 -2.862
C: -2.787 -1.684 -3.963
C: -3.671 -2.697 -4.300
C: -4.816 -2.889 -3.534
C: -5.054 -2.081 -2.436
C: -4.168 -1.064 -2.069
C: -4.464 -0.257 -0.828
C: -2.276 2.533 -2.438
C: -3.648 2.742 -2.355
C: -4.165 4.026 -2.450
C: -3.303 5.096 -2.631
C: -1.935 4.879 -2.713
C: -1.392 3.601 -2.605
C: 0.104 3.428 -2.697
H: -2.851 1.451 -6.607
H: -2.652 2.408 -5.139
H: -3.223 0.747 -5.031
H: -0.784 1.187 -7.560
H: 1.593 0.565 -7.507
H: 2.680 -0.002 -5.350
H: 1.348 0.053 -3.275
H: -1.911 -1.520 -4.581
H: -3.477 -3.320 -5.164
H: -5.519 -3.671 -3.795
H: -5.946 -2.234 -1.838
H: -4.584 -0.911 0.037
H: -5.396 0.301 -0.941
H: -3.671 0.454 -0.598
H: -4.326 1.904 -2.259
H: -5.234 4.184 -2.388
H: -3.695 6.103 -2.713
H: -1.266 5.720 -2.859
H: 0.614 4.344 -2.396
H: 0.410 3.201 -3.720
H: 0.467 2.618 -2.056

Mulliken atomic charge list, values in e, 99 entries:
1. Hf 1.6725
2. C -0.7195
3. C -1.0177
4. C 0.6824
5. C -0.3080
6. C 0.0689
7. C -1.0597
8. N 2.6349
9. N -0.6801
10. C -0.1078
11. C -0.5680
12. C -0.7787
13. C -1.1918
14. C 0.1330
15. N 0.2129
16. H 0.5029
17. H 0.4712
18. H -0.4159
19. H 0.5637
20. H 0.4692
21. H 0.6056
22. H 0.4615
23. H 0.4690
24. H 0.0714
25. N -0.8270
26. C -0.3211
27. C -0.8915
28. C -0.6286
29. N -0.6075
30. H 0.4923
31. H -0.1688
32. H -0.1009
33. H 0.6374
34. H 0.5326
35. H 0.2382
36. H 0.3117
37. H 0.5835
38. H -0.6044
39. H 0.4829
40. O -0.0849
41. H -0.2707
42. H 0.2609
43. O -0.6372
44. C 0.9436
45. N 0.0135
46. C -0.5162
47. C -1.0431
48. C 0.0150
49. C 0.7662
50. C -0.3486
51. C -0.8537
52. Si -0.0568
53. C 0.5763
54. C 0.9391
55. C -0.5322
56. C -0.6800
57. C -0.7453
58. C -0.8486
59. C 0.9515
60. C -0.2891
61. C -0.7014
62. C -0.5582
63. C -0.8196
64. C -0.3880
65. H 0.4550
66. H 0.4994
67. H 0.3592
68. H 0.4698
69. H 0.4647
70. H -0.2805
71. H 0.4732
72. H 0.4327
73. H 0.4409
74. H 0.4135
75. H 0.4777
76. H 0.4960
77. H 0.4352
78. H 0.4513
79. H 0.5490
80. C -0.9519
81. C 0.6587
82. C -0.8929
83. C -0.9467
84. C -0.7890
85. C -1.0033
86. C 1.2877
87. Sb -1.1604
88. C 0.8265
89. C 0.1895
90. C -0.7878
91. C -0.9914
92. C -0.7295
93. C 0.2938
94. C -1.1269
95. C 2.4260
96. C -0.6821
97. C -0.9384
98. C -0.8897
99. C -0.7060



(5)
B5F20MnNO3 | wB97M-V/def2-TZVPD

Summary:
Charge = -4
Kohn-Sham gap (spin up / spin down) = 7.8 / 7.9 eV
HOMO energy (spin up / spin down) = 1.638 / 1.575 eV
ΔE to the lowest compared entry with this formula, charge and spin = 0.0 kJ/mol
Multiplicity = 6

Atoms and positions in Å:
Mn: -0.324 -0.101 -0.179
N: -0.610 0.767 -3.361
O: -0.162 0.454 -2.227
O: -1.341 -0.037 -3.971
O: -0.438 1.915 -3.797
B: -1.667 2.872 0.808
F: -1.363 3.492 -0.401
F: -3.037 2.523 0.841
F: -0.857 1.685 1.002
F: -1.414 3.761 1.891
B: -2.581 -1.487 -0.606
F: -3.560 -1.907 -1.513
F: -1.296 -2.018 -0.858
F: -2.403 -0.060 -0.673
F: -2.987 -1.819 0.695
B: -0.077 -1.070 3.214
F: -0.297 -0.942 1.796
F: -1.303 -1.382 3.835
F: 0.838 -2.128 3.441
F: 0.439 0.115 3.756
B: 2.495 1.804 0.070
F: 3.793 1.554 0.621
F: 2.606 1.887 -1.315
F: 1.631 0.682 0.422
F: 1.999 2.975 0.645
B: 2.386 -2.690 -0.820
F: 1.879 -4.028 -0.755
F: 2.786 -2.431 -2.153
F: 1.355 -1.791 -0.423
F: 3.512 -2.594 0.017

Partial charges, natural (NBO), in e:
1. Mn 1.7088
2. N 0.7368
3. O -0.6117
4. O -0.5378
5. O -0.5232
6. B 1.3668
7. F -0.5653
8. F -0.5839
9. F -0.5863
10. F -0.5906
11. B 1.3338
12. F -0.5705
13. F -0.5530
14. F -0.5671
15. F -0.5633
16. B 1.3723
17. F -0.5923
18. F -0.5851
19. F -0.5832
20. F -0.5701
21. B 1.3662
22. F -0.5961
23. F -0.5667
24. F -0.5919
25. F -0.5695
26. B 1.3710
27. F -0.5980
28. F -0.5872
29. F -0.5827
30. F -0.5805



(6)
C6H9NO | wB97M-V/def2-TZVPD

Summary:
Charge = 0
Kohn-Sham gap = 7.0 eV
HOMO energy = -6.852 eV
ΔE to the lowest compared entry with this formula, charge and spin = 504.5 kJ/mol

Atoms and positions in Å:
C: -1.507 1.097 -1.103
C: -1.112 0.494 0.055
C: -0.673 -1.052 0.200
C: -1.305 -2.160 0.574
C: 0.724 -0.814 -0.065
O: 1.565 -1.705 -0.603
N: 0.884 0.464 -0.152
C: 1.619 1.495 0.510
H: -0.903 1.012 -1.996
H: -2.372 1.742 -1.126
H: -1.666 0.767 0.949
H: -0.806 -3.119 0.549
H: -2.363 -2.146 0.799
H: 2.464 -1.345 -0.588
H: 1.161 2.457 0.281
H: 2.643 1.507 0.124
H: 1.646 1.306 1.590

Partial charges, natural (NBO), in e:
1. C -0.5590
2. C -0.1089
3. C -0.1102
4. C -0.3551
5. C 0.5940
6. O -0.6408
7. N -0.5032
8. C -0.4095
9. H 0.1883
10. H 0.2031
11. H 0.1913
12. H 0.2119
13. H 0.2125
14. H 0.4932
15. H 0.2143
16. H 0.1756
17. H 0.2023